1.
DFT (ωB97M-V/def2-TZVPD) results for a molecular structure, C42H63AsI2N4OSSi3Ta in a non-equilibrium geometry.

Computed properties:
**Gap between HOMO and LUMO**: 4.71 eV
**HOMO level**: -14.8 eV
**Largest force on an atom**: 3.15 eV/A
**Net charge**: +3
**Relative energy (zero: lowest compared OMol25 entry of this formula, charge and spin)**: 390.1 kJ/mol

```
118
Properties=species:S:1:pos:R:3:mulliken_charge:R:1
Ta -0.240 -0.573 0.244 -1.079
C 2.209 -2.974 2.518 -1.459
C 2.485 -1.494 2.755 0.080
N 1.252 -0.690 2.790 0.304
C 0.434 -0.877 4.003 0.146
C -0.534 -2.070 4.027 -1.531
S -1.249 -2.610 2.419 0.366
C -0.571 -4.305 2.254 -0.905
C 0.653 -4.416 1.334 -0.526
N 1.416 -3.166 1.297 0.891
H 3.166 -3.506 2.475 0.617
H 1.666 -3.383 3.366 0.394
H 3.048 -1.394 3.689 0.525
H 3.096 -1.109 1.934 -0.479
H 1.558 0.283 2.836 -0.043
H 1.080 -0.969 4.885 0.687
H -0.156 0.033 4.114 -0.525
H -0.075 -2.949 4.474 0.587
H -1.392 -1.797 4.646 0.771
H -0.357 -4.641 3.266 0.530
H -1.385 -4.919 1.866 0.519
H 1.272 -5.254 1.682 0.416
H 0.328 -4.649 0.317 0.139
H 2.064 -3.220 0.512 -0.811
I -5.588 -1.011 -5.488 0.185
C -3.990 -0.826 -4.124 -1.010
C -3.415 -1.967 -3.568 -0.132
C -2.386 -1.808 -2.671 -0.010
I -1.412 -3.422 -1.723 0.309
C -1.893 -0.549 -2.313 0.056
O -0.920 -0.454 -1.424 2.011
C -2.479 0.590 -2.882 0.075
C -1.977 1.936 -2.445 -0.926
N -2.025 2.050 -0.986 0.068
C -3.396 2.170 -0.493 -1.985
C -4.075 0.883 -0.103 0.956
C -5.428 0.959 0.228 -1.122
C -6.091 -0.175 0.654 -0.801
C -5.383 -1.370 0.711 -1.227
C -4.051 -1.356 0.350 -0.285
N -3.390 -0.257 -0.031 1.176
C -3.523 0.437 -3.773 -0.326
H -3.777 -2.946 -3.834 0.641
H -0.932 2.052 -2.744 -0.473
H -2.573 2.715 -2.942 0.460
H -1.547 2.911 -0.734 0.309
H -3.391 2.805 0.396 0.654
H -4.035 2.665 -1.239 0.623
H -5.939 1.906 0.169 0.602
H -7.133 -0.136 0.932 0.507
H -5.854 -2.285 1.032 0.552
H -3.461 -2.267 0.378 0.167
H -3.978 1.315 -4.202 0.585
C 5.230 -2.186 -3.087 -1.160
Si 3.903 -2.309 -1.721 0.432
C 2.776 -3.843 -1.951 -1.054
C 4.857 -2.226 -0.061 -0.914
As 2.124 -0.377 -1.604 0.351
Si 1.631 -0.228 -4.113 0.423
C 3.261 -0.460 -5.074 -1.104
C 0.458 -1.664 -4.555 -0.546
C 0.934 1.504 -4.520 -1.196
Si 3.532 1.641 -1.089 0.100
C 5.171 1.356 -2.014 -0.977
C 2.740 3.229 -1.791 -1.174
C 3.744 1.647 0.809 -0.391
H 6.022 -2.894 -2.846 0.450
H 5.696 -1.209 -3.158 0.364
H 4.868 -2.455 -4.073 0.383
H 3.109 -4.672 -1.333 0.512
H 2.825 -4.191 -2.979 0.446
H 1.727 -3.653 -1.730 -0.121
H 5.835 -2.684 -0.197 0.576
H 4.390 -2.769 0.753 0.171
H 5.030 -1.201 0.255 0.210
H 3.473 -1.505 -5.271 0.319
H 4.120 -0.018 -4.583 0.277
H 3.162 0.019 -6.043 0.471
H 0.808 -2.623 -4.176 0.182
H 0.379 -1.753 -5.636 0.508
H -0.550 -1.492 -4.197 0.010
H 1.546 1.977 -5.283 0.601
H 0.916 2.182 -3.673 0.086
H -0.070 1.435 -4.926 0.460
H 4.979 1.117 -3.056 0.254
H 5.775 0.567 -1.579 0.265
H 5.768 2.263 -2.003 0.470
H 2.945 3.313 -2.856 0.504
H 3.182 4.104 -1.321 0.494
H 1.666 3.295 -1.644 0.216
H 4.306 0.782 1.150 0.410
H 2.790 1.683 1.330 -0.315
H 4.308 2.520 1.122 0.480
C -4.987 3.026 4.613 -0.602
C -4.108 3.672 3.757 -1.305
C -3.143 2.958 3.074 0.123
C -3.069 1.567 3.199 0.808
C -3.979 0.925 4.045 -0.604
C -4.922 1.649 4.751 -1.025
C -2.163 0.739 2.402 -0.581
C -0.994 1.049 1.823 0.880
C -0.226 2.254 2.111 1.097
C 0.474 2.949 1.120 0.223
C 1.163 4.112 1.420 -0.602
C 1.198 4.590 2.722 -0.987
C 0.547 3.887 3.728 -1.037
C -0.146 2.731 3.430 -0.453
H -5.718 3.596 5.165 0.469
H -4.178 4.740 3.627 0.482
H -2.455 3.486 2.432 0.545
H -3.945 -0.152 4.148 0.451
H -5.606 1.145 5.413 0.482
H -2.566 -0.259 2.262 0.178
H 0.444 2.584 0.095 -0.117
H 1.673 4.649 0.635 0.500
H 1.722 5.503 2.951 0.446
H 0.561 4.245 4.748 0.518
H -0.670 2.213 4.219 0.387
```

---

2.
DFT (ωB97M-V/def2-TZVPD) results for 21 unconnected molecules or ions with the total composition C42H63N21 in a non-equilibrium geometry.

Computed properties:
**Gap between HOMO and LUMO**: 11.34 eV
**HOMO level**: -11.1 eV
**Largest force on an atom**: 4.61 eV/A
**Net charge**: 0
**Relative energy (zero: lowest compared OMol25 entry of this formula, charge and spin)**: 136.0 kJ/mol

```
126
Properties=species:S:1:pos:R:3:mulliken_charge:R:1
C 5.600 3.266 1.820 -1.002
C 5.227 2.267 0.804 0.353
N 4.944 1.474 0.033 -0.290
H 5.687 2.631 2.755 0.282
H 4.985 4.156 1.842 0.278
H 6.609 3.582 1.665 0.396
C 1.771 -1.293 -1.789 0.896
C 2.521 -2.085 -2.791 0.090
N 3.159 -2.398 -3.714 -0.798
H 0.925 -0.926 -2.388 0.152
H 2.459 -0.520 -1.403 0.119
H 1.311 -1.794 -0.932 -0.477
C -3.798 3.691 -3.056 -0.852
C -3.250 3.499 -1.749 0.344
N -2.949 3.513 -0.676 -0.384
H -4.630 4.374 -3.161 0.351
H -4.225 2.732 -3.341 0.343
H -3.016 3.998 -3.758 0.090
C -3.662 -4.616 4.891 -0.391
C -4.136 -5.850 4.179 0.190
N -4.531 -6.814 3.655 -0.457
H -2.902 -4.940 5.652 0.301
H -4.492 -4.231 5.449 0.319
H -3.184 -3.858 4.285 -0.007
C 5.726 -0.968 -2.331 -0.900
C 5.360 -1.860 -1.249 0.531
N 5.261 -2.552 -0.353 -0.509
H 6.752 -0.850 -2.341 0.442
H 5.320 0.004 -2.182 0.089
H 5.417 -1.410 -3.262 0.353
C -0.114 0.286 6.514 -0.836
C -0.927 1.239 5.827 0.684
N -1.541 1.909 5.116 -0.578
H 0.419 0.680 7.322 0.398
H 0.500 -0.212 5.774 0.208
H -0.718 -0.595 6.932 0.170
C -4.042 -0.647 4.893 -0.531
C -3.444 -1.486 5.971 0.442
N -3.008 -2.161 6.814 -0.550
H -4.913 -0.181 5.404 0.309
H -4.335 -1.372 4.120 0.256
H -3.385 0.031 4.373 0.110
C -3.343 7.209 -0.844 -0.692
C -2.609 6.722 -2.020 0.498
N -2.047 6.395 -2.974 -0.453
H -4.287 7.615 -1.125 0.360
H -2.867 7.939 -0.246 0.373
H -3.540 6.369 -0.179 -0.112
C 4.060 3.805 -2.507 -0.411
C 4.227 2.815 -3.599 0.393
N 4.334 2.014 -4.442 -0.557
H 3.709 3.377 -1.566 -0.240
H 3.450 4.638 -2.817 0.362
H 5.056 4.222 -2.361 0.423
C 0.944 -6.351 3.755 -0.707
C 0.015 -6.867 2.737 0.393
N -0.601 -7.233 1.845 -0.453
H 1.927 -6.904 3.718 0.282
H 0.554 -6.422 4.768 0.319
H 1.183 -5.317 3.547 0.141
C -3.338 -5.694 0.003 -0.662
C -3.545 -4.466 0.782 0.446
N -3.519 -3.544 1.495 -0.549
H -2.668 -6.351 0.544 0.181
H -3.065 -5.450 -1.050 0.219
H -4.312 -6.187 -0.174 0.329
C 0.053 4.120 -0.836 -0.352
C 1.388 4.519 -0.361 0.127
N 2.451 4.754 0.015 -0.582
H -0.298 4.813 -1.639 0.261
H -0.725 4.182 -0.141 0.376
H 0.177 3.142 -1.266 0.158
C 0.019 3.807 -5.579 -1.101
C 0.487 2.996 -4.514 0.443
N 0.959 2.367 -3.676 -0.177
H 0.726 4.551 -5.927 0.330
H -0.882 4.308 -5.355 0.268
H -0.341 3.169 -6.373 0.278
C 1.083 2.803 2.280 -0.948
C 1.191 1.712 1.367 0.308
N 1.290 0.730 0.793 -0.017
H 2.072 3.336 2.325 0.174
H 0.732 2.499 3.236 0.205
H 0.382 3.522 1.876 0.249
C -4.503 -1.258 -1.550 -0.582
C -3.375 -0.417 -2.007 0.349
N -2.529 0.241 -2.427 -0.337
H -5.379 -0.780 -1.117 0.343
H -4.177 -2.067 -0.908 -0.021
H -4.816 -1.817 -2.495 0.258
C 2.351 0.621 -6.170 -0.432
C 1.090 0.447 -6.906 0.281
N 0.048 0.423 -7.407 -0.540
H 2.278 0.217 -5.210 0.057
H 2.608 1.656 -5.966 0.196
H 3.284 0.313 -6.677 0.458
C -0.636 -1.745 1.252 0.498
C -0.417 -1.195 2.515 0.267
N -0.312 -0.780 3.585 -0.275
H -0.844 -0.958 0.574 0.180
H -1.570 -2.289 1.274 -0.308
H 0.121 -2.456 0.897 -0.318
C -4.095 3.879 2.346 0.334
C -3.550 5.213 2.387 0.271
N -3.128 6.266 2.533 -0.475
H -3.564 3.219 3.039 -0.011
H -3.772 3.643 1.345 -0.275
H -5.175 3.850 2.495 0.305
C 3.542 -1.525 2.542 0.207
C 3.711 -0.332 3.402 0.225
N 3.901 0.567 4.079 -0.550
H 3.833 -1.218 1.525 -0.231
H 2.524 -1.818 2.518 -0.095
H 4.196 -2.357 2.885 0.408
C -0.232 -2.618 -4.852 -0.651
C -0.846 -3.154 -3.648 0.324
N -1.482 -3.518 -2.766 -0.370
H -0.359 -1.531 -4.757 0.117
H -0.782 -3.028 -5.730 0.385
H 0.880 -2.782 -4.874 0.178
C 2.096 -6.040 -1.197 -1.018
C 1.805 -5.116 -0.074 0.278
N 1.524 -4.361 0.759 -0.232
H 2.430 -6.938 -0.804 0.386
H 2.881 -5.580 -1.783 0.302
H 1.212 -6.254 -1.759 0.287
```

---

3.
DFT (ωB97M-V/def2-TZVPD) results for 7 unconnected molecules or ions with the total composition C42H65F19NO13 in a non-equilibrium geometry.

Computed properties:
**Gap between HOMO and LUMO**: 3.56 eV
**HOMO level**: -1.9 eV
**Largest force on an atom**: 1.95 eV/A
**Net charge**: -1

```
140
Properties=species:S:1:pos:R:3:mulliken_charge:R:1
C 3.090 1.308 13.129 -0.667
O 2.001 0.459 13.505 -0.364
C 0.937 0.505 12.538 -0.701
C 0.863 -0.895 11.840 -0.336
C 2.226 -1.341 11.184 -0.546
C 2.062 -2.595 10.256 -0.728
C 0.993 -2.418 9.110 -0.524
C 1.600 -2.695 7.664 -0.626
C 0.363 -2.766 6.677 -0.838
C 0.818 -2.900 5.172 -0.481
C 1.372 -1.524 4.624 -0.614
C 0.623 -0.973 3.347 -0.279
C 0.437 0.601 3.510 -0.610
C 1.446 1.465 2.643 -0.138
C 2.631 2.112 3.476 -0.838
C 3.134 3.337 2.605 -0.553
C 3.188 3.081 1.055 -0.158
N 2.298 3.611 0.272 -0.703
C 3.725 0.988 3.613 0.144
C 5.136 1.484 4.041 -0.587
F 5.861 2.100 2.984 -0.315
H 3.178 1.383 12.016 0.304
H 4.046 0.839 13.478 0.231
H 2.991 2.318 13.592 0.275
H 1.060 1.337 11.805 0.393
H -0.038 0.677 13.068 0.322
H 0.602 -1.656 12.622 0.248
H 0.050 -0.890 11.068 0.283
H 2.655 -0.470 10.624 0.284
H 2.952 -1.577 12.005 0.279
H 1.713 -3.435 10.916 0.296
H 3.019 -2.908 9.779 0.436
H 0.081 -3.046 9.231 0.331
H 0.646 -1.350 9.072 0.294
H 2.202 -3.633 7.639 0.386
H 2.277 -1.839 7.436 0.212
H -0.185 -1.797 6.839 0.265
H -0.311 -3.612 6.958 0.436
H -0.031 -3.292 4.564 0.158
H 1.681 -3.621 5.180 0.301
H 2.463 -1.620 4.384 0.150
H 1.280 -0.771 5.443 0.396
H 1.161 -1.230 2.399 0.286
H -0.411 -1.411 3.313 0.282
H 0.473 0.960 4.564 0.498
H -0.598 0.836 3.132 0.086
H 1.867 0.775 1.851 0.195
H 0.845 2.302 2.195 -0.030
H 4.109 3.768 2.960 0.450
H 2.385 4.166 2.754 0.277
H 3.946 2.444 0.550 0.411
H 1.641 4.166 0.828 0.229
H 3.377 0.306 4.439 -0.412
H 3.786 0.325 2.692 0.301
H 5.741 0.568 4.294 0.370
H 5.142 2.106 4.967 0.298
C -1.443 1.979 -1.002 -0.972
C -2.740 2.170 -0.244 -0.140
O -3.635 1.064 -0.472 -0.349
C -3.379 -0.007 0.278 0.375
O -2.489 -0.068 1.065 -0.502
C -4.399 -1.109 0.013 0.876
F -4.634 -1.285 -1.295 -0.272
F -5.583 -0.836 0.580 -0.278
F -4.002 -2.291 0.493 -0.254
H -1.638 1.820 -2.065 0.316
H -0.798 2.851 -0.887 0.248
H -0.903 1.103 -0.641 0.281
H -3.253 3.063 -0.602 0.289
H -2.562 2.306 0.824 0.308
C 3.754 7.728 -1.851 -1.098
C 2.560 8.614 -2.143 -0.223
O 1.446 7.833 -2.603 -0.327
C 0.722 7.245 -1.645 0.331
O 0.942 7.329 -0.477 -0.509
C -0.450 6.487 -2.260 0.979
F -0.090 5.768 -3.331 -0.281
F -1.420 7.319 -2.668 -0.293
F -1.006 5.640 -1.401 -0.229
H 4.004 7.121 -2.723 0.292
H 4.622 8.330 -1.579 0.372
H 3.542 7.039 -1.032 0.329
H 2.803 9.308 -2.949 0.312
H 2.280 9.212 -1.275 0.318
C -2.444 -4.647 -0.192 -1.014
C -1.845 -5.694 0.723 -0.208
O -0.739 -6.359 0.089 -0.325
C 0.431 -5.714 0.139 0.402
O 0.606 -4.656 0.658 -0.506
C 1.520 -6.550 -0.527 0.836
F 1.117 -7.076 -1.696 -0.248
F 1.897 -7.577 0.247 -0.275
F 2.617 -5.842 -0.785 -0.254
H -2.720 -5.091 -1.152 0.333
H -3.325 -4.206 0.257 0.387
H -1.727 -3.851 -0.402 0.280
H -2.587 -6.465 0.936 0.338
H -1.541 -5.266 1.680 0.240
C -0.727 5.966 -6.493 -1.075
C -0.424 5.252 -7.794 -0.242
O -0.855 3.881 -7.738 -0.319
C -2.150 3.671 -7.976 0.382
O -2.947 4.526 -8.223 -0.510
C -2.458 2.178 -7.934 0.896
F -1.888 1.573 -6.889 -0.236
F -2.013 1.557 -9.036 -0.271
F -3.768 1.937 -7.855 -0.248
H -0.291 5.429 -5.651 0.290
H -0.328 6.981 -6.510 0.427
H -1.802 6.021 -6.316 0.312
H 0.653 5.230 -7.961 0.350
H -0.873 5.762 -8.649 0.291
C 0.452 -9.204 -3.337 -0.985
C 0.718 -9.955 -4.625 -0.353
O 0.346 -11.339 -4.501 -0.314
C -0.950 -11.609 -4.668 0.353
O -1.793 -10.797 -4.904 -0.503
C -1.192 -13.112 -4.557 0.888
F -0.545 -13.653 -3.518 -0.247
F -0.773 -13.756 -5.655 -0.256
F -2.482 -13.404 -4.403 -0.244
H 0.950 -9.692 -2.498 0.290
H 0.807 -8.182 -3.413 0.392
H -0.615 -9.183 -3.108 0.329
H 1.786 -9.943 -4.844 0.351
H 0.209 -9.494 -5.473 0.331
C -5.423 3.381 -11.106 -1.186
C -3.985 3.502 -11.565 -0.026
O -3.918 4.029 -12.902 -0.350
C -4.015 5.356 -13.010 0.363
O -4.152 6.107 -12.093 -0.503
C -3.880 5.776 -14.470 0.864
F -4.607 5.003 -15.288 -0.248
F -2.609 5.695 -14.886 -0.255
F -4.277 7.031 -14.672 -0.243
H -6.004 2.789 -11.817 0.347
H -5.474 2.908 -10.125 0.332
H -5.898 4.362 -11.042 0.315
H -3.526 2.513 -11.599 0.324
H -3.393 4.110 -10.879 0.241
```